No. 1
The following is a DFT calculation (ωB97M-V with the def2-TZVPD basis set) of an isolated molecule of C4H10N2 at a distorted geometry.

CARTESIAN COORDINATES (ANGSTROEM)
C: -0.184 -2.204 0.344
N: -0.034 -0.937 1.048
C: -0.897 0.218 0.600
C: 0.036 0.779 -0.100
C: 1.385 0.731 -0.697
N: -0.762 2.128 -0.809
H: -0.095 -2.014 -0.725
H: -1.153 -2.684 0.529
H: 0.609 -2.892 0.643
H: -0.050 -1.048 2.057
H: -1.845 0.525 1.011
H: 2.047 1.462 -0.231
H: 1.289 0.983 -1.755
H: 1.837 -0.254 -0.601
H: -0.409 3.033 -0.513
H: -1.776 2.174 -0.802

The HOMO-LUMO gap is 9.184 eV. As for the SMILES: CN/C=C(\C)N. Its net charge is 0. The relative energy (zero: lowest compared OMol25 entry of this formula, charge and spin) is 79.5 kcal/mol. Its LUMO energy is 1.08 eV.

No. 2
The following is a DFT calculation (ωB97M-V with the def2-TZVPD basis set) of a 2-piece molecular cluster, C4H10N2 overall at a distorted geometry.

CARTESIAN COORDINATES (ANGSTROEM)
C: 2.206 -0.470 1.066
C: 1.271 -1.423 0.813
N: 1.128 -2.344 -0.233
H: 2.945 -0.180 0.344
H: 1.840 0.354 1.703
H: 0.373 -1.446 1.438
H: 1.884 -2.382 -0.903
H: 0.177 -2.472 -0.514
C: -0.922 0.814 -1.553
N: -1.782 0.693 -0.593
C: -2.009 1.756 0.285
H: -0.782 0.002 -2.277
H: 0.003 0.981 -1.034
H: -1.123 2.374 0.467
H: -2.794 2.339 -0.239
H: -2.415 1.406 1.230

The HOMO-LUMO gap is 8.804 eV. As for the SMILES: C=CN.C=NC. Its net charge is 0. The relative energy (zero: lowest compared OMol25 entry of this formula, charge and spin) is 85.3 kcal/mol. Its LUMO energy is 0.47 eV.